(1)
Molecular formula: C44H56Br2N2OP2ReSi4Te
Method: DFT, the ωB97M-V functional and the def2-TZVPD basis

Computed properties:
⟨S²⟩	3.837
HOMO level (spin up / spin down)	-12.18 / -12.13	eV
multiplicity	4
total energy	-251151.719	eV
net charge	+2
strongest force on any atom	2.570	eV Å⁻¹

Structure (XYZ):
```
113
Properties=species:S:1:pos:R:3:mulliken_spin:R:1
Re 0.23777 -0.62396 0.61207 1.936
C -2.94097 -1.39857 3.68378 -0.009
N -1.90270 -1.17791 2.68543 0.039
P -0.47372 -2.16151 2.45342 0.262
C 0.56450 -1.98142 3.94080 -0.051
C 0.08161 -1.65401 5.20660 0.003
C 0.96621 -1.47937 6.25391 0.001
C 2.33001 -1.62260 6.05148 0.001
C 2.81532 -1.94633 4.79436 0.002
C 1.93697 -2.12366 3.74347 0.013
C -1.06262 -3.88028 2.52469 0.012
C -1.23925 -4.50592 3.75612 -0.004
C -1.66707 -5.81891 3.80929 0.001
C -1.87529 -6.53248 2.63851 0.001
C -1.66746 -5.92388 1.40950 0.003
C -1.27669 -4.59811 1.34897 0.001
P -1.37923 0.33566 2.07677 -0.129
C -0.48747 1.14444 3.44637 -0.032
C -1.16091 1.56021 4.59252 -0.008
C -0.43914 2.00009 5.68630 -0.001
C 0.94537 2.06553 5.63190 0.001
C 1.61843 1.69921 4.47648 0.017
C 0.90264 1.22140 3.39575 0.084
C -2.80410 1.41544 1.80444 0.007
C -4.02988 0.92844 1.36220 0.012
C -5.05956 1.80691 1.07484 -0.003
C -4.87130 3.17258 1.22890 0.002
C -3.64352 3.66543 1.64723 0.002
C -2.60477 2.79250 1.91422 0.028
H -2.87785 -2.42816 4.03647 0.000
H -3.92709 -1.26727 3.23106 0.001
H -2.86447 -0.72253 4.54051 0.002
H -0.97887 -1.53491 5.38138 0.001
H 0.58530 -1.22664 7.23308 0.000
H 3.01264 -1.48700 6.87523 0.000
H 3.87670 -2.05086 4.62981 0.000
H 2.31346 -2.37203 2.75843 -0.003
H -1.03208 -3.97476 4.67414 0.001
H -1.82769 -6.28933 4.76709 0.001
H -2.18481 -7.56542 2.68615 0.000
H -1.80612 -6.48461 0.49692 0.000
H -1.12969 -4.12732 0.38564 0.009
H -2.24167 1.54989 4.62068 0.000
H -0.96074 2.30203 6.58100 0.000
H 1.50522 2.40592 6.48876 0.001
H 2.69319 1.78692 4.41804 0.001
H 1.43774 0.90140 2.49486 -0.013
H -4.17368 -0.13565 1.25140 0.001
H -6.00842 1.42639 0.72696 0.000
H -5.68201 3.85679 1.02655 0.000
H -3.49226 4.72850 1.76081 0.000
H -1.64034 3.18184 2.21772 0.001
C -2.72275 -1.21231 -1.10482 0.014
C -1.61855 -2.12079 -1.53446 -0.086
C -1.87433 -3.15485 -2.44876 -0.014
C -0.89239 -4.04430 -2.80106 0.028
C 0.38680 -3.91480 -2.22948 -0.030
C 1.48359 -4.77499 -2.46929 0.044
Br 1.32217 -6.17710 -3.74971 0.004
C 2.68225 -4.60512 -1.80910 -0.027
C 2.85159 -3.55229 -0.91854 0.050
Br 4.48729 -3.30472 -0.00038 0.006
C 1.82489 -2.63085 -0.67478 -0.023
O 1.93844 -1.62029 0.11422 0.097
C 0.57581 -2.84293 -1.32579 -0.036
N -0.41481 -1.96492 -0.98804 0.186
H -3.49142 -1.13871 -1.86822 0.003
H -2.33606 -0.21865 -0.87430 0.005
H -3.17840 -1.61688 -0.20149 0.016
H -2.86577 -3.24044 -2.86480 0.001
H -1.09890 -4.84682 -3.48950 0.001
H 3.49845 -5.29160 -1.97907 0.001
C -0.45888 3.46162 -5.68524 0.020
Si -0.95713 3.04375 -3.90605 0.114
C -1.91604 1.40586 -3.79582 -0.009
C -1.71176 4.44377 -2.86648 0.015
Si 1.36333 2.15415 -2.61568 0.067
Te 0.30741 1.75579 -0.29775 0.312
Si 2.30767 0.33711 -3.93082 -0.011
C 3.16057 1.24568 -5.37251 0.006
C 0.97703 -0.87812 -4.58202 -0.002
C 3.55914 -0.53276 -2.78077 0.003
Si 2.60079 4.27198 -2.41402 0.042
C 2.41023 5.15814 -4.09286 0.007
C 4.42613 3.80496 -2.11368 0.002
C 1.83874 5.28907 -0.99726 0.000
H -1.34684 3.70924 -6.26225 0.007
H 0.02162 2.61934 -6.17174 -0.002
H 0.21433 4.30739 -5.75251 -0.005
H -2.98031 1.56700 -3.94288 0.004
H -1.78176 0.93715 -2.82608 0.003
H -1.58669 0.70095 -4.55183 0.000
H -2.76100 4.57515 -3.12714 0.003
H -1.22404 5.39861 -3.03233 0.000
H -1.65570 4.21646 -1.80494 -0.002
H 2.45889 1.82226 -5.96446 -0.001
H 3.64467 0.54838 -6.04701 0.000
H 3.92564 1.92551 -5.01503 0.000
H 0.42956 -0.45684 -5.41954 0.001
H 0.26195 -1.14840 -3.81044 -0.003
H 1.43616 -1.79795 -4.93586 0.000
H 4.43977 0.08184 -2.62198 0.001
H 3.89815 -1.48481 -3.18301 -0.001
H 3.12205 -0.72590 -1.80532 0.000
H 2.56838 4.47842 -4.92421 -0.001
H 3.14382 5.95445 -4.18381 0.000
H 1.43181 5.61398 -4.20177 0.000
H 4.83300 3.26299 -2.96261 -0.001
H 4.54474 3.18510 -1.23010 0.000
H 5.04613 4.68711 -1.97133 0.002
H 0.76067 5.34377 -1.09909 0.000
H 2.22767 6.30158 -0.98259 -0.001
H 2.05253 4.83755 -0.03483 0.002
```


(2)
Molecular formula: C39H46BeP2
Method: DFT, the ωB97M-V functional and the def2-TZVPD basis

Computed properties:
HOMO level (spin up / spin down)	-4.07 / -4.67	eV
total energy	-60158.714	eV
strongest force on any atom	4.026	eV Å⁻¹

Structure (XYZ):
```
88
Properties=species:S:1:pos:R:3:lowdin_charge:R:1
Be -0.51356 1.18304 -0.00997 0.202
C -2.02082 0.96833 -3.27790 -0.126
C -1.89908 -0.36952 -3.08339 -0.206
C -0.80464 -1.24501 -3.60979 -0.237
C 0.57274 -0.54148 -3.72547 -0.189
C 0.94405 0.36898 -2.58264 -0.159
C 0.62784 1.68482 -2.38072 -0.192
C -0.06455 2.55404 -3.38899 -0.190
C -1.16694 1.81729 -4.17390 -0.179
C 2.20068 -0.18224 2.92755 -0.165
H -2.90456 1.48023 -2.85110 0.112
H -2.83074 -0.89962 -2.80551 0.106
H -1.12129 -1.61046 -4.59823 0.111
H -0.68988 -2.14685 -2.97210 0.048
H 1.33502 -1.34524 -3.73569 0.108
H 0.67797 -0.05215 -4.71231 0.098
H 1.77832 -0.08593 -1.99735 0.081
H 1.24095 2.28043 -1.69183 0.067
H 0.66717 2.94981 -4.11323 0.113
H -0.49837 3.44356 -2.89684 0.107
H -1.85471 2.54405 -4.64356 0.115
H -0.74446 1.21166 -4.99416 0.101
H 1.34908 0.45294 3.17135 0.015
H 3.08696 0.19211 3.44886 0.077
H 1.99789 -1.20387 3.24916 0.071
P -1.53596 -1.80277 -0.77070 1.085
P 2.43448 -0.24125 1.17045 0.996
C 0.03230 -1.56409 0.17707 -0.315
C 0.82957 -0.43613 0.32130 -0.396
C -2.40762 -3.21365 -0.06512 -0.383
C -2.91656 -4.28136 -0.83388 -0.082
C -3.74410 -5.21880 -0.21436 -0.092
C -4.02235 -5.10644 1.15556 -0.092
C -3.47540 -4.07411 1.92274 -0.083
C -2.65111 -3.12673 1.31313 -0.119
C -2.65127 -0.43033 -0.28143 -0.323
C -2.13789 0.86451 -0.60084 -0.301
C -2.95514 2.02426 -0.50507 -0.094
C -4.27102 1.90554 -0.07925 -0.080
C -4.77336 0.64298 0.28843 -0.070
C -3.97850 -0.50588 0.18761 -0.066
C 3.76839 -1.38230 0.82372 -0.296
C 3.54902 -2.76429 0.97888 -0.070
C 4.63323 -3.64115 0.92553 -0.074
C 5.92239 -3.15578 0.68135 -0.076
C 6.13689 -1.78470 0.50452 -0.073
C 5.06604 -0.89572 0.58308 -0.076
C 2.91815 1.42201 0.60313 -0.299
C 2.59435 2.55246 1.37288 -0.068
C 2.97709 3.82327 0.94071 -0.066
C 3.58626 3.99728 -0.30592 -0.071
C 3.76278 2.89310 -1.14252 -0.077
C 3.43345 1.60905 -0.69369 -0.118
H 0.37194 -2.53918 0.54540 0.036
H 0.78331 0.42550 -0.44709 0.016
H -2.69213 -4.33359 -1.90602 0.104
H -4.19324 -6.03026 -0.78776 0.100
H -4.68360 -5.82977 1.63376 0.100
H -3.70130 -3.98613 2.98751 0.104
H -2.25047 -2.28417 1.87990 0.108
H -1.23799 0.94934 -1.31907 0.085
H -2.57148 2.97897 -0.90444 0.122
H -4.91138 2.79699 -0.06698 0.108
H -5.79178 0.56801 0.67941 0.102
H -4.40451 -1.47091 0.47615 0.101
H 2.53619 -3.13475 1.14071 0.099
H 4.47427 -4.70405 1.09160 0.107
H 6.77062 -3.84173 0.63779 0.107
H 7.13631 -1.39356 0.32299 0.107
H 5.21965 0.17713 0.46530 0.099
H 2.02613 2.44279 2.29999 0.088
H 2.80806 4.68025 1.59457 0.109
H 3.93914 4.98084 -0.62079 0.108
H 4.16210 3.01556 -2.15075 0.114
H 3.57144 0.74916 -1.35629 0.111
C -1.99421 3.07432 2.87967 -0.094
C -0.84297 2.06490 2.92293 -0.496
C -0.87750 1.26378 4.24574 -0.093
C -1.00555 1.08474 1.76114 -0.179
H -2.95103 2.54621 3.04803 0.083
H -2.05072 3.60862 1.92055 0.070
H -1.86883 3.82032 3.67916 0.070
H 0.13258 2.57320 2.82000 0.092
H -1.83381 0.71151 4.31656 0.088
H -0.06188 0.53029 4.30501 0.044
H -0.77087 1.94767 5.10777 0.076
H -0.62993 0.09928 2.07945 0.039
H -2.09574 0.90077 1.70858 0.055
```


(3)
Molecular formula: C47H49N8O3PScSe2Si
Method: DFT, the ωB97M-V functional and the def2-TZVPD basis

Computed properties:
HOMO level	-5.03	eV
total energy	-236163.411	eV
net charge	-1
strongest force on any atom	0.624	eV Å⁻¹

Structure (XYZ):
```
112
Properties=species:S:1:pos:R:3:lowdin_charge:R:1
Sc -0.77558 -0.27518 0.90255 0.778
C -0.65254 -4.84481 0.55050 -0.066
O -2.04921 -4.78048 0.26619 -0.100
C -2.83515 -4.09331 1.15167 -0.232
C -4.04999 -4.65111 1.48527 -0.021
C -4.93892 -4.01722 2.35866 -0.114
C -4.58076 -2.81126 2.91366 -0.070
C -3.37000 -2.19868 2.55837 -0.145
C -2.98509 -0.97111 3.20116 -0.054
N -2.01800 -0.22169 2.80579 -0.053
N -1.70035 0.81125 3.68652 0.088
C -0.54886 1.29807 3.33764 -0.454
O 0.13685 0.90063 2.31102 -0.199
C 0.04734 2.38923 4.15804 -0.134
C -0.69856 3.03796 5.13932 -0.032
C -0.13217 4.06045 5.88090 -0.094
C 1.18455 4.44127 5.65517 -0.107
C 1.93048 3.79326 4.68339 -0.090
C 1.36402 2.77332 3.93453 -0.021
C -2.47779 -2.80363 1.64405 -0.287
O -1.38914 -2.22309 1.25194 -0.227
H -0.27006 -5.65695 -0.06532 0.088
H -0.49053 -5.07236 1.60894 0.104
H -0.14588 -3.91113 0.30566 0.039
H -4.29023 -5.61048 1.04416 0.113
H -5.88238 -4.48476 2.60472 0.088
H -5.22923 -2.31006 3.62226 0.102
H -3.50631 -0.67271 4.11339 0.128
H -1.72079 2.72939 5.30411 0.105
H -0.72076 4.56588 6.63685 0.095
H 1.62424 5.24193 6.23549 0.093
H 2.95849 4.08267 4.50466 0.097
H 1.93060 2.25759 3.17230 0.106
C -2.20549 1.40603 0.32922 -0.307
Si -1.73134 2.55905 -0.98230 0.596
C 0.15684 2.59652 -0.91865 -0.229
N 0.76349 1.25899 -0.81788 -0.209
C 0.75608 0.52235 -2.09805 -0.192
C 2.08247 0.58331 -2.86620 -0.182
C 2.74319 1.94563 -2.71425 -0.191
C 3.06039 2.20915 -1.23448 -0.163
C 2.14213 1.39093 -0.31380 -0.242
C -2.27550 4.36765 -0.75796 -0.217
C -1.71369 5.16142 0.24443 -0.097
C -2.13613 6.46238 0.46725 -0.099
C -3.14594 7.00759 -0.31275 -0.111
C -3.72335 6.23980 -1.31172 -0.102
C -3.28901 4.93966 -1.52774 -0.095
C -2.38095 2.09444 -2.70217 -0.256
C -1.77072 2.57669 -3.86169 -0.107
C -2.25888 2.27310 -5.12344 -0.092
C -3.38852 1.47963 -5.25489 -0.104
C -4.02333 1.00509 -4.11819 -0.098
C -3.52233 1.31316 -2.86019 -0.108
H -3.24148 1.05045 0.25185 -0.008
H -2.16434 1.98337 1.26785 0.000
H 0.38194 3.10641 0.02442 0.088
H 0.60875 3.22020 -1.70169 0.082
H -0.04837 0.93122 -2.71241 0.099
H 0.51601 -0.52934 -1.91190 0.037
H 1.89570 0.34052 -3.91415 0.114
H 2.75921 -0.19544 -2.49677 0.065
H 2.06768 2.71548 -3.09988 0.093
H 3.65167 2.00818 -3.31719 0.103
H 2.99338 3.27816 -1.01319 0.101
H 4.09320 1.91394 -1.02169 0.099
H 2.08697 1.82723 0.68524 0.107
H 2.54551 0.38830 -0.18232 -0.001
H -0.93550 4.75879 0.88316 0.096
H -1.67936 7.05094 1.25369 0.097
H -3.48178 8.02285 -0.14107 0.093
H -4.51310 6.65384 -1.92783 0.095
H -3.74762 4.36003 -2.32102 0.093
H -0.88474 3.19737 -3.78012 0.103
H -1.75709 2.65179 -6.00567 0.097
H -3.77103 1.23334 -6.23728 0.094
H -4.91090 0.38917 -4.21139 0.092
H -4.02687 0.93497 -1.98173 0.081
Se 1.74199 -1.54428 1.11442 0.501
P 2.79556 -2.65239 -0.42201 0.185
Se 1.92956 -3.05983 -2.33147 0.353
C 3.31159 -4.21008 0.38415 -0.398
C 3.07943 -5.43220 -0.22515 -0.123
C 3.46004 -6.60953 0.40266 -0.091
C 4.08378 -6.56774 1.63605 -0.099
C 4.32448 -5.34107 2.24797 -0.087
C 3.93653 -4.16933 1.62695 -0.107
C 4.41548 -1.82974 -0.67504 -0.397
C 4.89676 -0.89808 0.23484 -0.131
C 6.13162 -0.29873 0.03585 -0.090
C 6.89428 -0.62794 -1.07242 -0.097
C 6.41751 -1.56089 -1.98367 -0.088
C 5.18401 -2.15699 -1.78870 -0.112
H 2.59049 -5.44926 -1.19135 0.040
H 3.26232 -7.55972 -0.07529 0.098
H 4.37991 -7.48493 2.12713 0.095
H 4.80364 -5.30163 3.21720 0.098
H 4.09988 -3.21885 2.12018 0.088
H 4.28614 -0.62799 1.08852 0.057
H 6.49121 0.43442 0.74673 0.101
H 7.85331 -0.15297 -1.23071 0.095
H 7.00402 -1.81708 -2.85672 0.098
H 4.79443 -2.86222 -2.51047 0.066
N -4.85548 -2.76813 -1.82500 0.142
N -3.52835 -2.35372 -1.82430 -0.276
N -2.60733 -2.95937 -2.52876 0.152
C -1.52089 -2.29916 -2.14065 -0.194
N -1.80878 -1.34473 -1.25235 0.016
N -3.10930 -1.39803 -1.05843 0.097
H -5.14759 -2.78599 -2.79828 0.090
H -5.36427 -2.03579 -1.33660 0.097
H -0.52154 -2.51324 -2.47234 -0.017
```


Question: Number 2 is which compound?
Answer: C39H46BeP2


Question: The lowest strongest force on any atom belongs to which entry?
Answer: C47H49N8O3PScSe2Si


Question: The highest strongest force on any atom belongs to which entry?
Answer: C39H46BeP2


Question: What is the total energy in the second record?
Answer: -60158.714 eV